Density functional theory data (the ωB97M-V functional and the def2-TZVPD basis) for a cluster of 12 separate species, C27H71ClN17O23PS2 in total.

```
! wB97M-V def2-TZVPD RIJCOSX def2/J DEFGRID3
* xyz 0 1
C -4.825 1.993 -2.893
C -3.694 2.042 -4.032
N -2.498 1.376 -3.465
C -1.649 0.690 -4.480
C -0.240 1.344 -4.782
C -1.759 2.210 -2.561
S -1.424 3.831 -2.715
S -1.190 1.312 -1.044
C 0.367 2.080 -0.437
C 1.537 1.070 -0.144
C 1.541 0.212 1.148
P 0.225 -1.104 1.494
Cl 0.686 -0.621 3.631
C 0.882 -2.819 2.076
C 0.193 -4.105 1.526
C -1.279 -4.375 2.096
N -1.938 -5.268 1.085
C -1.500 -0.491 1.858
C -1.745 0.810 2.710
N -3.029 1.427 2.178
N -2.155 0.544 4.125
N -0.762 1.914 2.570
N -0.013 -1.564 -0.148
C -1.249 -2.198 -0.630
C 1.056 -2.022 -0.965
C 0.913 -1.664 -2.521
O 2.101 -2.592 -0.684
H -5.840 1.770 -3.302
H -4.537 1.112 -2.243
H -4.784 2.893 -2.221
H -4.093 1.377 -4.854
H -3.523 3.084 -4.412
H -2.210 0.503 -5.442
H -1.439 -0.349 -4.067
H -0.407 2.336 -5.272
H 0.475 1.362 -3.920
H 0.248 0.690 -5.570
H 0.732 2.692 -1.321
H 0.220 2.868 0.357
H 1.730 0.536 -1.128
H 2.449 1.742 -0.066
H 1.592 0.919 2.023
H 2.538 -0.334 1.194
H 1.993 -2.814 1.850
H 0.842 -2.932 3.198
H 0.236 -4.255 0.404
H 0.789 -4.987 1.927
H -1.905 -3.446 2.134
H -1.246 -4.837 3.124
H -1.233 -5.807 0.587
H -2.621 -5.862 1.552
H -2.184 -0.362 0.968
H -1.995 -1.322 2.451
H -2.946 1.588 1.172
H -3.192 2.324 2.635
H -1.369 0.772 4.749
H -2.896 1.194 4.400
H -1.143 2.724 2.087
H -0.500 2.268 3.498
H -1.812 -1.454 -1.282
H -1.058 -3.082 -1.313
H -1.972 -2.572 0.136
H 1.927 -1.496 -2.962
H 0.436 -2.552 -3.036
H 0.288 -0.737 -2.672
C -9.031 -0.500 -3.199
N -7.638 -0.522 -3.712
O -7.481 -0.506 -4.916
O -6.749 -0.556 -2.884
H -9.714 -0.471 -4.043
H -9.175 -1.405 -2.612
H -9.140 0.391 -2.583
C 5.713 4.002 0.849
N 4.372 3.906 0.218
O 3.417 4.280 0.866
O 4.323 3.456 -0.910
H 5.600 4.419 1.846
H 6.127 2.997 0.894
H 6.322 4.653 0.225
C 2.562 3.849 -3.432
N 2.344 4.007 -4.891
O 2.387 5.132 -5.343
O 2.137 2.996 -5.533
H 2.732 4.829 -2.995
H 1.668 3.392 -3.017
H 3.432 3.211 -3.297
C -7.720 -3.750 -0.277
N -8.839 -3.454 -1.207
O -9.579 -2.530 -0.921
O -8.937 -4.155 -2.191
H -7.758 -3.047 0.550
H -7.849 -4.771 0.076
H -6.793 -3.640 -0.836
C 3.865 -4.781 -2.266
N 4.266 -6.211 -2.279
O 5.431 -6.468 -2.525
O 3.401 -7.028 -2.043
H 4.735 -4.171 -2.492
H 3.094 -4.649 -3.022
H 3.486 -4.557 -1.274
C 7.322 -7.667 -4.709
N 7.216 -7.453 -6.175
O 7.293 -6.311 -6.581
O 7.060 -8.440 -6.864
H 7.458 -6.706 -4.223
H 6.399 -8.138 -4.378
H 8.180 -8.313 -4.534
C 2.128 8.083 1.757
N 3.511 8.071 1.207
O 3.634 8.058 -0.001
O 4.425 8.074 2.011
H 1.427 8.078 0.934
H 2.014 7.193 2.367
H 2.023 8.987 2.351
C -5.476 0.373 6.959
N -5.478 1.538 6.039
O -4.445 1.785 5.447
O -6.512 2.161 5.943
H -4.491 -0.084 6.942
H -5.715 0.742 7.955
H -6.232 -0.325 6.605
C 3.238 -0.644 6.010
N 4.626 -0.644 5.481
O 4.767 -0.587 4.275
O 5.526 -0.701 6.294
H 2.544 -0.590 5.174
H 3.100 -1.569 6.568
H 3.134 0.225 6.657
C 6.698 -4.583 0.990
N 6.030 -3.724 -0.021
O 4.839 -3.523 0.112
O 6.724 -3.284 -0.913
H 5.959 -4.901 1.720
H 7.119 -5.438 0.466
H 7.477 -3.987 1.462
C -1.784 8.202 3.959
N -0.539 7.836 3.237
O 0.118 6.919 3.688
O -0.270 8.485 2.242
H -1.896 7.546 4.818
H -1.687 9.239 4.275
H -2.614 8.077 3.266
*
```

Structure (SMILES) = CCN(CC)C(=S)SCCCP(Cl)(CCCN)(CC(N)(N)N)N(C)C(C)=O.C[N+](=O)[O-].C[N+](=O)[O-].C[N+](=O)[O-].C[N+](=O)[O-].C[N+](=O)[O-].C[N+](=O)[O-].C[N+](=O)[O-].C[N+](=O)[O-].C[N+](=O)[O-].C[N+](=O)[O-].C[N+](=O)[O-]
LUMO level = -0.0173 Eh
F_max = 3.49 eV/Å

=====

Density functional theory data (the ωB97M-V functional and the def2-TZVPD basis) for a cluster of 9 separate species, C27H72O9 in total.

```
! wB97M-V def2-TZVPD RIJCOSX def2/J DEFGRID3
* xyz 0 1
C -22.843 9.548 19.266
C -22.037 8.328 19.662
C -22.784 7.046 19.349
O -20.776 8.377 18.969
H -23.036 9.521 18.189
H -22.402 10.481 19.610
H -23.841 9.490 19.712
H -21.834 8.404 20.738
H -23.748 7.053 19.863
H -22.255 6.137 19.639
H -23.022 7.008 18.279
H -20.533 7.476 18.726
C -22.662 7.852 14.985
C -23.356 6.561 14.602
C -24.509 6.746 13.638
O -22.433 5.664 13.960
H -21.748 7.617 15.540
H -23.250 8.459 15.682
H -22.464 8.494 14.127
H -23.741 6.048 15.495
H -24.129 7.149 12.695
H -25.298 7.386 14.029
H -24.945 5.773 13.405
H -21.687 5.604 14.566
C -27.315 9.752 18.093
C -27.118 10.320 16.704
C -27.977 9.594 15.680
O -27.441 11.713 16.744
H -28.222 9.150 18.170
H -27.430 10.506 18.874
H -26.441 9.167 18.387
H -26.061 10.215 16.434
H -27.622 8.575 15.519
H -27.964 10.105 14.711
H -29.021 9.555 15.996
H -27.853 11.979 15.917
C -22.539 4.027 24.329
C -21.743 3.758 23.070
C -21.749 2.281 22.702
O -22.367 4.519 22.035
H -22.309 5.000 24.774
H -22.324 3.289 25.105
H -23.613 4.042 24.140
H -20.708 4.092 23.203
H -21.676 1.651 23.593
H -20.970 2.041 21.981
H -22.723 2.017 22.280
H -21.819 4.438 21.243
C -19.216 11.967 16.959
C -18.397 10.750 16.560
C -17.121 10.625 17.407
O -19.210 9.589 16.666
H -19.486 11.865 18.020
H -20.166 11.946 16.422
H -18.695 12.915 16.856
H -18.147 10.858 15.503
H -17.280 11.107 18.374
H -16.269 11.077 16.905
H -16.933 9.569 17.608
H -19.689 9.608 17.509
C -15.996 6.111 16.446
C -17.219 6.865 15.952
C -17.843 6.270 14.710
O -18.177 6.927 17.006
H -16.039 5.075 16.105
H -15.846 6.207 17.518
H -15.099 6.538 15.988
H -16.921 7.893 15.700
H -17.168 6.285 13.858
H -18.771 6.806 14.503
H -18.139 5.236 14.922
H -18.873 7.571 16.816
C -24.052 12.639 24.447
C -23.539 11.280 24.013
C -23.871 11.001 22.564
O -22.119 11.171 24.207
H -23.728 12.886 25.460
H -25.143 12.671 24.440
H -23.716 13.423 23.761
H -23.999 10.503 24.630
H -23.511 10.019 22.255
H -23.437 11.769 21.921
H -24.952 10.989 22.397
H -21.751 12.052 24.312
C -17.384 7.731 20.265
C -18.018 6.393 20.543
C -18.944 6.455 21.759
O -18.825 5.957 19.442
H -16.670 7.968 21.066
H -18.102 8.552 20.340
H -16.831 7.767 19.326
H -17.254 5.637 20.759
H -18.526 7.034 22.579
H -19.158 5.440 22.105
H -19.904 6.875 21.452
H -18.506 6.355 18.615
C -22.025 2.253 18.649
C -20.740 3.065 18.539
C -20.640 3.780 17.211
O -20.781 4.019 19.601
H -22.884 2.886 18.418
H -22.126 1.801 19.633
H -22.018 1.447 17.909
H -19.889 2.390 18.697
H -20.629 3.050 16.402
H -19.747 4.412 17.180
H -21.484 4.469 17.114
H -19.993 4.588 19.572
*
```

Structure (SMILES) = CC(C)O.CC(C)O.CC(C)O.CC(C)O.CC(C)O.CC(C)O.CC(C)O.CC(C)O.CC(C)O
Energy relative to the best compared isomer or geometry (same formula, charge and spin) = 0.588 eV
LUMO level = 0.0250 Eh
F_max = 1.06 eV/Å

=====

Density functional theory data (the ωB97M-V functional and the def2-TZVPD basis) for a cluster of 9 separate species, C27H72O9 in total.

```
! wB97M-V def2-TZVPD RIJCOSX def2/J DEFGRID3
* xyz 1 2
C 2.619 3.778 0.255
C 3.611 4.808 -0.361
C 3.379 4.833 -1.818
O 3.396 6.080 0.136
H 2.800 3.674 1.325
H 2.679 2.818 -0.258
H 1.613 4.100 -0.011
H 4.640 4.576 -0.087
H 3.524 3.872 -2.312
H 3.988 5.555 -2.362
H 2.367 5.207 -1.973
H 4.112 6.258 0.751
C 2.121 -4.802 -0.707
C 3.642 -4.401 -0.453
C 3.795 -3.504 0.864
O 4.391 -5.573 -0.470
H 1.756 -5.488 0.058
H 2.146 -5.468 -1.569
H 1.546 -3.884 -0.829
H 3.935 -3.678 -1.215
H 3.404 -3.929 1.789
H 3.250 -2.569 0.737
H 4.855 -3.258 0.928
H 5.330 -5.395 -0.562
C -3.208 -1.000 4.623
C -3.895 -0.600 5.896
C -5.043 0.348 5.627
O -4.354 -1.735 6.557
H -2.848 -0.244 3.926
H -4.024 -1.555 4.159
H -2.344 -1.630 4.835
H -3.057 -0.125 6.406
H -4.746 1.386 5.476
H -5.646 0.457 6.528
H -5.724 0.008 4.847
H -5.287 -1.639 6.763
C -0.434 1.739 7.454
C -0.021 0.678 6.526
C -0.412 0.908 5.072
O 1.234 0.363 6.790
H -0.152 1.621 8.501
H -1.512 1.877 7.540
H -0.071 2.724 7.160
H -0.563 -0.219 6.827
H 0.154 1.708 4.595
H -1.441 1.266 5.036
H -0.272 -0.038 4.549
H 1.373 -0.571 6.967
C -0.633 -1.390 -5.839
C -0.344 -2.186 -4.654
C 0.988 -2.929 -4.747
O -0.242 -1.295 -3.520
H -0.771 -1.925 -6.779
H 0.025 -0.539 -6.016
H -1.608 -0.938 -5.658
H -1.152 -2.913 -4.574
H 1.031 -3.510 -3.826
H 1.792 -2.203 -4.623
H 1.188 -3.588 -5.592
H -0.042 -0.414 -3.845
C 3.824 -0.103 -1.713
C 4.199 0.615 -3.041
C 4.800 -0.294 -4.090
O 2.945 0.917 -3.578
H 3.583 0.564 -0.885
H 4.729 -0.683 -1.531
H 3.184 -0.982 -1.784
H 4.674 1.588 -2.911
H 5.725 -0.727 -3.711
H 4.972 0.201 -5.046
H 4.010 -0.972 -4.414
H 2.350 0.226 -3.277
C -4.924 -0.013 1.168
C -5.272 -1.210 0.311
C -4.270 -2.358 0.355
O -6.450 -1.691 0.806
H -5.058 -0.205 2.233
H -5.711 0.702 0.929
H -3.991 0.439 0.832
H -5.427 -0.817 -0.693
H -4.529 -3.259 -0.200
H -3.968 -2.728 1.334
H -3.305 -2.023 -0.027
H -6.834 -1.101 1.458
C -2.151 2.666 -3.226
C -1.070 2.487 -4.318
C -0.256 3.768 -4.713
O -0.196 1.472 -3.978
H -2.851 1.831 -3.200
H -2.746 3.576 -3.302
H -1.731 2.727 -2.222
H -1.690 2.259 -5.185
H 0.549 3.598 -5.428
H 0.112 4.285 -3.827
H -1.022 4.383 -5.185
H 0.701 1.779 -4.130
C -0.716 -1.203 1.345
C -0.710 -0.632 -0.147
C 0.223 0.566 -0.402
O 0.043 -1.607 -0.850
H -1.429 -2.026 1.410
H -0.899 -0.404 2.064
H 0.271 -1.552 1.648
H -1.654 -0.541 -0.683
H -0.084 1.320 0.322
H 0.207 1.007 -1.399
H 1.238 0.229 -0.192
H -0.231 -1.585 -1.770
*
```

Energy relative to the best compared isomer or geometry (same formula, charge and spin) = 2.259 eV
LUMO level (alpha / beta) = -0.0769 / -0.3054 Eh
F_max = 5.20 eV/Å
<S²> = 0.75

=====

Density functional theory data (the ωB97M-V functional and the def2-TZVPD basis) for a structure of composition C27H73BaF3LiN5O14S.

```
! wB97M-V def2-TZVPD RIJCOSX def2/J DEFGRID3
* xyz 2 1
Li 7.983 -15.645 -33.053
Ba 3.540 -15.385 -29.362
C 4.711 -18.020 -33.720
F 4.342 -16.827 -34.211
F 3.630 -18.761 -33.523
F 5.529 -18.585 -34.564
S 5.507 -17.699 -32.029
O 6.746 -16.952 -32.308
O 4.468 -16.919 -31.340
O 5.685 -19.017 -31.422
C 5.641 -20.159 -27.222
C 7.105 -20.236 -27.665
C 7.491 -21.520 -28.404
O 8.893 -21.638 -28.398
C 9.517 -22.032 -27.216
N 7.462 -19.021 -28.463
H 5.343 -21.056 -26.684
H 5.110 -20.011 -28.164
H 5.432 -19.288 -26.600
H 7.797 -20.131 -26.827
H 7.071 -21.502 -29.411
H 7.024 -22.388 -27.925
H 9.100 -22.947 -26.784
H 9.514 -21.247 -26.448
H 10.584 -22.224 -27.337
H 7.102 -19.181 -29.407
H 8.468 -19.116 -28.612
C 1.787 -20.119 -29.263
C 2.022 -18.653 -29.637
C 0.949 -17.813 -29.067
O 1.224 -16.403 -29.049
C 0.047 -15.715 -28.602
N 3.254 -18.266 -28.890
H 0.731 -20.353 -29.465
H 1.879 -20.379 -28.210
H 2.366 -20.772 -29.915
H 2.074 -18.482 -30.714
H 0.754 -18.175 -28.050
H 0.055 -18.061 -29.651
H 0.335 -14.668 -28.487
H -0.257 -16.064 -27.616
H -0.725 -15.827 -29.361
H 4.026 -18.805 -29.279
H 3.113 -18.657 -27.964
C 8.399 -13.361 -35.237
C 6.986 -13.932 -35.126
C 6.227 -13.596 -36.413
O 5.005 -14.317 -36.392
C 3.881 -13.614 -36.872
N 7.080 -15.392 -34.854
H 9.027 -13.718 -34.414
H 8.405 -12.276 -35.097
H 8.908 -13.541 -36.183
H 6.522 -13.526 -34.222
H 6.913 -13.841 -37.226
H 6.024 -12.522 -36.407
H 3.802 -12.569 -36.554
H 3.014 -14.140 -36.471
H 3.799 -13.644 -37.962
H 7.575 -15.885 -35.614
H 6.143 -15.721 -35.094
C 0.236 -15.770 -36.268
C 0.750 -17.195 -36.206
C 2.082 -17.426 -37.007
O 1.811 -17.528 -38.389
C 2.852 -17.052 -39.196
N 1.082 -17.515 -34.790
H 0.998 -15.099 -35.868
H -0.649 -15.701 -35.632
H -0.101 -15.516 -37.271
H 0.063 -17.969 -36.549
H 2.611 -18.288 -36.589
H 2.718 -16.547 -36.829
H 3.172 -16.035 -38.915
H 2.459 -16.945 -40.208
H 3.758 -17.669 -39.146
H 1.652 -18.351 -34.814
H 1.743 -16.789 -34.508
C 11.209 -16.340 -31.549
C 10.359 -17.385 -32.272
C 9.511 -18.208 -31.309
O 10.340 -18.790 -30.333
C 10.880 -20.039 -30.731
N 9.627 -16.748 -33.395
H 10.563 -15.586 -31.084
H 11.952 -15.872 -32.193
H 11.752 -16.773 -30.709
H 11.065 -18.025 -32.820
H 8.844 -18.899 -31.837
H 8.832 -17.558 -30.749
H 10.091 -20.730 -31.043
H 11.359 -20.447 -29.845
H 11.610 -19.979 -31.544
H 10.335 -16.260 -33.935
H 9.318 -17.539 -33.964
C 4.580 -22.083 -32.470
C 6.094 -22.255 -32.504
O 6.782 -21.249 -33.235
O 4.118 -21.224 -31.426
H 4.024 -23.016 -32.363
H 4.241 -21.716 -33.450
H 6.321 -23.203 -32.994
H 6.417 -22.427 -31.472
H 6.906 -20.516 -32.619
H 4.636 -20.391 -31.472
C 2.492 -14.181 -32.763
C 3.984 -13.935 -32.773
O 4.487 -13.919 -31.389
O 2.115 -15.204 -31.867
H 2.194 -14.315 -33.808
H 1.984 -13.273 -32.404
H 4.228 -12.956 -33.178
H 4.415 -14.749 -33.357
H 5.351 -13.505 -31.502
H 1.201 -15.459 -32.042
C 9.561 -17.511 -36.804
C 8.871 -18.832 -36.436
O 8.328 -18.808 -35.117
O 8.602 -16.474 -37.106
H 10.229 -17.655 -37.654
H 10.165 -17.142 -35.976
H 9.706 -19.533 -36.529
H 8.030 -18.919 -37.125
H 7.827 -19.628 -34.990
H 8.321 -16.655 -38.011
*
```

LUMO level = -0.1984 Eh
F_max = 2.32 eV/Å